Record 1
{
  "formula": "C25H48BiP4S",
  "method": "the ωB97M-V functional and the def2-TZVPD basis",
  "elements": ["C", "P", "H", "H", "H", "C", "H", "C", "H", "H", "Bi", "H", "H", "H", "C", "H", "C", "C", "H", "H", "H", "H", "H", "C", "C", "H", "C", "H", "H", "H", "P", "C", "H", "P", "S", "C", "H", "C", "H", "H", "H", "C", "H", "C", "C", "H", "H", "H", "C", "H", "C", "H", "H", "C", "C", "H", "C", "H", "H", "H", "H", "H", "C", "H", "C", "C", "H", "H", "H", "H", "H", "P", "H", "H", "H", "H", "H", "C", "C"],
  "xyz": [[1.013, -1.360, -2.674], [1.909, 1.773, 0.716], [3.342, -1.186, 2.281], [1.941, 4.217, 0.585], [2.850, -2.270, 3.615], [3.005, -1.992, -0.847], [-0.529, -3.420, -0.745], [1.207, 3.454, 0.934], [-3.682, 0.095, 2.882], [-5.808, -1.997, -7.069], [0.138, -0.155, 0.534], [0.098, -3.577, 2.103], [0.838, -3.985, -1.765], [-1.076, -2.639, 3.053], [-0.011, -2.851, 2.917], [-0.131, -0.223, 4.433], [5.036, 1.861, 3.401], [-1.436, 2.088, 3.019], [2.797, 2.735, -1.307], [-4.762, -2.243, -4.240], [1.028, 3.603, 1.987], [-2.761, -1.408, -0.498], [0.323, 3.535, 0.360], [-2.930, 1.730, 0.721], [0.893, -0.427, 4.090], [0.980, -3.983, 0.027], [-3.833, -1.937, -2.303], [-1.070, -1.567, 0.613], [-5.943, 1.110, -7.025], [-0.614, 1.836, 3.692], [-1.782, 0.908, 1.768], [-5.600, 0.116, -7.317], [0.002, -1.606, -3.022], [0.989, -1.411, 2.670], [-1.005, 0.842, -1.383], [4.301, 3.205, 1.111], [-6.935, -0.935, -6.021], [-3.311, -0.634, -4.257], [1.431, 0.525, 4.010], [1.400, -1.045, 4.868], [6.772, 3.147, 3.443], [2.621, -1.959, 2.568], [1.194, 2.090, -1.629], [2.167, 1.893, -1.105], [3.885, 1.538, 2.741], [4.042, 3.775, 0.182], [-1.252, 3.079, 2.577], [-4.398, -2.736, -1.817], [0.561, -3.437, -0.834], [-4.816, 0.048, -8.074], [5.848, 2.879, 2.922], [3.475, -1.451, -1.689], [-3.458, -0.402, -5.312], [-2.178, -0.169, -2.161], [-4.033, -1.657, -3.654], [2.756, -2.834, 1.920], [5.463, 3.551, 1.760], [-3.437, 1.048, 0.023], [-3.679, 2.173, 1.398], [5.330, 1.317, 4.318], [3.465, -1.652, 0.084], [0.391, -3.300, 3.855], [-2.913, -1.194, -1.560], [6.110, 4.361, 1.372], [-2.391, 0.109, -3.525], [-6.143, -1.003, -6.767], [3.223, -3.072, -0.978], [-2.195, -0.698, 3.516], [-2.905, -1.250, 1.973], [-2.461, 2.550, 0.147], [1.199, -0.299, -2.881], [1.267, -1.809, -0.993], [-1.822, 0.909, -3.993], [2.611, 0.983, -1.477], [-2.372, 2.155, 3.622], [1.748, -1.975, -3.236], [3.245, 0.694, 3.169], [-2.712, -0.375, 2.601], [3.490, 2.193, 1.578]],
  "atomic_forces_ev_per_a": [[-0.014, 0.071, -1.413], [2.093, 3.493, -0.742], [-0.168, -0.123, 0.104], [-0.435, -0.739, 0.201], [0.266, 0.011, -0.688], [1.773, -0.470, -0.311], [0.130, 0.071, -0.103], [0.451, -0.238, 0.275], [0.533, -0.400, -0.072], [-0.147, 0.257, 0.048], [-1.601, -2.229, 0.364], [0.028, 0.201, 0.189], [-0.164, 0.257, 0.597], [0.265, 0.037, -0.015], [-0.119, -0.880, 0.773], [0.309, -0.182, -0.150], [1.026, -0.125, 1.224], [-0.298, 1.207, 1.229], [0.560, 0.362, -0.097], [0.492, 0.415, 0.374], [-0.173, 0.289, 0.314], [-0.183, -0.028, -0.399], [-1.159, 0.350, -0.516], [-0.987, 0.961, -0.769], [0.095, 0.567, 2.219], [-0.098, 0.186, -0.334], [0.002, -0.037, 0.086], [0.129, 0.104, -0.030], [0.088, -0.289, -0.135], [-0.116, 0.023, -0.127], [-0.983, 0.411, 1.013], [-0.579, -1.375, 0.747], [0.170, 0.056, 0.109], [-1.174, 0.041, -1.231], [0.313, 1.941, -1.168], [-0.399, 1.136, -1.969], [0.159, -0.038, -0.223], [0.125, 0.326, -0.107], [-0.094, -0.234, -0.017], [-0.371, 0.624, -0.125], [-0.384, -0.105, -0.240], [2.067, -0.981, 0.678], [0.836, -0.296, 0.576], [-1.018, -0.288, 0.169], [-1.832, -1.897, 0.350], [0.278, -0.602, 0.917], [-0.039, -0.315, 0.162], [0.186, 0.292, -0.169], [-0.161, -0.973, 0.058], [-0.279, 0.043, 0.191], [0.130, 0.219, -0.177], [-0.042, -0.232, 0.429], [-0.072, -0.079, 0.286], [-0.803, -1.134, -0.878], [-0.319, -0.382, -0.060], [-0.131, 0.204, 0.177], [1.144, 0.549, 0.442], [0.179, 0.211, 0.222], [0.043, -0.157, -0.159], [-0.273, 0.391, -0.664], [-0.154, -0.051, -0.194], [-0.407, -0.010, -0.523], [-0.020, 0.008, 0.351], [-0.597, -0.588, 0.194], [0.244, -0.131, 0.147], [0.782, 1.383, -0.615], [0.156, 0.539, 0.052], [-0.246, 0.127, -0.203], [-0.015, 0.212, 0.028], [-0.257, -0.487, 0.378], [0.014, -0.284, 0.092], [0.519, -0.865, -0.808], [-0.113, -0.155, -0.034], [0.266, -0.211, -0.358], [0.640, 0.167, -0.205], [-0.437, 0.312, 0.090], [1.005, 1.335, -0.674], [-0.517, -0.287, 0.465], [-0.116, -1.491, 0.381]],
  "orbital_gap_ha": 0.15076,
  "charge": 3
}

Record 2
{
  "formula": "C25H48Br2Cl4F5LiMgN3O18PS2",
  "method": "the ωB97M-V functional and the def2-TZVPD basis",
  "elements": ["C", "H", "O", "H", "H", "C", "C", "O", "P", "O", "H", "H", "C", "H", "O", "Cl", "F", "C", "H", "S", "O", "H", "O", "H", "C", "H", "Br", "O", "C", "F", "H", "H", "H", "H", "H", "Br", "C", "C", "C", "H", "H", "H", "H", "Cl", "O", "H", "O", "Cl", "C", "F", "C", "N", "H", "F", "H", "Cl", "H", "C", "H", "H", "C", "N", "F", "C", "H", "O", "O", "N", "H", "Mg", "C", "O", "O", "C", "H", "O", "C", "H", "H", "O", "H", "S", "H", "Li", "H", "C", "H", "H", "H", "C", "H", "H", "H", "O", "H", "H", "H", "C", "H", "H", "C", "H", "C", "O", "C", "H", "C", "H", "O", "H"],
  "xyz": [[10.327, 1.588, -0.681], [-3.499, 0.274, -1.499], [7.436, 1.084, 0.642], [-6.983, -3.910, -2.805], [2.329, 3.244, 3.262], [-2.941, -0.857, 0.329], [-4.620, 4.125, -0.334], [-7.641, -2.489, -0.816], [-3.829, -0.058, 1.711], [-5.403, -0.612, 1.921], [11.150, 4.065, -3.544], [-4.507, 3.194, 0.214], [3.905, 0.341, 2.183], [-1.632, 2.295, 3.983], [0.822, -2.758, -3.497], [5.310, 5.370, 5.086], [-0.636, -4.521, -0.685], [-1.668, 0.349, 2.999], [8.230, -0.667, 1.311], [-0.257, -3.624, -3.813], [-0.260, -3.925, -5.196], [-2.795, -1.928, 0.523], [-3.010, -0.239, 3.066], [6.563, 2.927, 0.570], [-5.440, -2.098, 2.263], [4.078, 2.975, 3.236], [-3.338, -4.460, -5.015], [-9.594, -3.900, -0.593], [-5.324, -2.494, -3.043], [0.545, -6.313, -0.910], [9.137, 0.776, 1.804], [0.159, -0.350, -3.162], [-4.740, -0.811, -0.873], [-2.310, 2.450, -2.366], [-4.828, -2.687, 1.570], [-6.493, 0.193, 3.403], [0.045, -5.208, -2.887], [0.216, 0.957, -1.405], [2.915, 1.479, 2.245], [-1.499, 0.888, 2.062], [3.037, 1.998, 4.308], [-1.993, -0.322, 0.252], [-1.416, 0.298, -2.638], [-3.314, 5.221, 0.130], [5.023, 4.966, 6.443], [-5.835, -3.182, 4.147], [9.881, 2.639, 0.179], [-0.415, 4.359, -4.064], [-6.027, -3.825, -3.338], [-1.128, -5.889, -2.941], [-1.333, 2.869, -2.088], [-0.788, -1.361, -1.508], [-4.100, -2.974, 3.713], [0.984, -5.926, -3.465], [8.327, 2.852, -1.176], [-4.591, 3.775, -2.072], [7.771, 2.754, 1.848], [-5.092, -2.504, 3.723], [0.037, -1.956, -1.454], [3.638, -0.325, 1.345], [-2.991, -3.246, -3.624], [-3.849, -2.556, -2.946], [1.498, -4.401, -1.115], [-0.803, 1.993, -0.898], [3.865, -0.234, 3.109], [4.543, 6.546, 4.754], [6.717, 5.646, 4.945], [-1.707, -2.995, -3.250], [0.847, 0.557, -0.605], [3.913, -1.649, -0.065], [7.542, 2.500, 0.809], [-3.917, 1.372, 1.404], [-8.135, -3.535, 1.321], [0.383, -5.063, -1.371], [0.921, 1.516, -2.075], [4.938, 4.288, 4.184], [-3.659, -0.715, -1.043], [-0.376, 1.183, 4.528], [-0.972, -0.498, 3.078], [-6.356, -3.924, -4.741], [-6.487, -2.405, 2.076], [-8.740, -2.925, 0.096], [-5.619, -1.680, -3.718], [0.747, 1.801, -3.914], [11.213, 1.140, -0.228], [8.576, 3.084, -0.136], [-0.284, 2.666, -0.210], [9.564, 0.810, -0.797], [4.916, 0.724, 2.023], [-0.467, -0.122, -2.276], [10.600, 1.993, -1.666], [-5.040, -1.614, 4.348], [-1.636, 1.443, -0.438], [-9.530, -1.740, 0.495], [7.576, 0.390, 2.584], [-0.664, 2.783, -3.059], [-5.396, -4.690, -3.098], [3.107, 2.486, 3.334], [-6.412, -3.045, -5.126], [-2.029, 0.949, 5.081], [-1.816, -2.015, -2.219], [-5.569, 4.589, -0.090], [8.137, 0.369, 1.641], [2.006, 1.554, 1.437], [-3.117, -1.740, -2.025], [8.572, 4.174, -0.026], [-1.427, 1.244, 4.215], [-1.410, 3.910, -1.807], [11.326, 3.124, -3.454], [-5.683, -2.180, -2.046]],
  "atomic_forces_ev_per_a": [[0.193, 0.097, -0.318], [-0.070, -0.078, 0.391], [-0.049, -0.073, 0.241], [0.501, 0.412, 0.481], [0.053, 0.026, 0.003], [-0.897, -0.742, -0.101], [-0.084, -0.178, 0.201], [0.821, 0.074, -0.179], [0.437, 2.602, -0.066], [2.608, -2.527, -0.241], [-0.011, 0.073, 0.011], [0.112, 0.035, -0.064], [-0.064, 0.038, -0.143], [-0.103, -0.224, 0.092], [-0.447, 0.690, 1.793], [0.094, 0.131, 0.097], [0.163, 0.282, -0.573], [0.824, -0.331, 1.107], [-0.041, 0.017, -0.035], [2.922, 0.003, -2.067], [-1.695, -0.818, -0.177], [0.301, 0.281, 0.062], [-0.644, -0.901, -0.885], [0.004, 0.016, 0.030], [-1.489, -1.772, 0.559], [-0.169, -0.264, 0.154], [-0.061, 0.506, 0.590], [0.202, -0.010, 0.102], [-0.995, -0.308, 1.229], [-0.139, 0.226, -0.234], [-0.009, 0.026, -0.007], [-0.193, -0.341, 0.185], [0.169, -0.159, -0.386], [0.111, 0.540, -0.122], [0.016, 0.746, -0.260], [-1.416, 1.525, 0.925], [-1.360, -0.294, 0.963], [-0.081, 0.396, -0.586], [-0.319, 0.233, 0.108], [-0.156, -0.064, 0.176], [0.291, 0.052, 0.043], [-0.058, -0.359, 0.567], [0.226, -0.150, 0.041], [-0.007, 0.007, 0.048], [-0.032, -0.052, -0.030], [0.007, 0.114, -0.341], [-0.193, -0.341, 0.071], [1.452, 0.840, -2.436], [-0.670, 0.270, -1.201], [0.186, 0.118, -0.079], [0.447, -3.064, 0.249], [-0.088, -0.253, -1.886], [-0.262, 0.034, 0.287], [0.161, 0.525, -0.391], [-0.002, -0.036, 0.011], [-0.283, 0.039, -0.003], [0.048, -0.033, -0.012], [0.894, 0.643, -0.744], [0.072, 0.281, 0.249], [-0.085, 0.847, 0.928], [0.014, -2.053, -2.151], [0.310, 1.232, 0.841], [-0.341, 0.223, -0.440], [0.475, 0.370, -0.819], [0.165, 0.010, 0.013], [-0.040, -0.041, -0.020], [0.000, -0.039, -0.014], [-0.314, 0.715, 0.927], [-0.102, -0.179, -0.152], [0.109, -0.760, -0.918], [-0.129, 0.051, -0.395], [-0.412, 0.258, -0.572], [0.229, 0.357, 0.102], [0.373, -0.877, 0.964], [-0.042, -0.218, 0.765], [0.366, 0.431, 0.284], [-0.321, -0.274, -0.002], [-0.196, -0.001, -0.223], [-0.252, 0.109, -0.332], [0.458, -0.278, 0.003], [0.263, 0.380, -0.419], [-0.309, -0.113, -0.408], [0.240, -0.292, -0.070], [-0.361, 1.278, -0.173], [-0.020, 0.094, 0.089], [0.252, 0.191, 0.231], [-0.290, -0.410, 0.336], [-0.040, 0.026, 0.094], [0.032, -0.078, 0.092], [0.494, 0.668, 0.527], [0.026, 0.069, -0.054], [0.127, -0.278, 0.150], [0.242, 0.467, 0.359], [0.190, -0.021, 0.294], [0.102, 0.007, 0.074], [-1.619, 0.021, 2.650], [-0.111, 0.212, 0.114], [-0.463, -0.309, -0.530], [-0.216, -0.056, 0.133], [0.001, -0.093, -0.307], [0.667, 0.357, 1.458], [0.045, 0.084, -0.108], [-0.105, -0.049, -0.042], [-0.013, -0.242, -0.163], [-0.541, -0.246, -0.058], [-0.078, 0.001, -0.016], [0.033, 0.399, -0.096], [-0.049, -0.096, -0.242], [-0.055, -0.200, 0.036], [0.058, -0.181, -0.238]],
  "orbital_gap_ha": 0.02732,
  "charge": -2,
  "e_above_lowest_kcal_mol": 59.7
}